The following is a DFT calculation (ωB97M-V/def2-TZVPD) of a molecular structure, C13H15AuN4OS2.

Computed properties:
relative energy (zero: lowest compared OMol25 entry of this formula, charge and spin): 10.09 kcal per mole
Kohn-Sham gap (spin up / spin down): 6.77 / 6.90 eV
E_LUMO (spin up / spin down): 0.1035 / 0.1009 hartree

Structure (ORCA input):
```
! RIJCOSX wB97M-V def2-TZVPD def2/J DEFGRID3
* xyz -1 2
Au 1.492 1.318 1.656
O -0.672 2.115 -0.023
N -0.253 2.103 -1.233
C -1.169 2.006 -2.232
C -0.825 2.047 -3.559
C 0.517 2.186 -3.901
C 1.446 2.239 -2.885
C 1.088 2.165 -1.535
S 2.321 2.197 -0.319
H -2.177 1.895 -1.866
H -1.605 1.969 -4.304
H 0.829 2.243 -4.936
H 2.502 2.326 -3.102
N 1.049 0.527 3.453
C 0.022 -0.334 3.576
C -0.029 -1.177 4.722
C -1.038 -2.101 4.898
C -2.076 -2.202 3.972
C -2.078 -1.366 2.856
C -1.054 -0.461 2.648
H 0.773 -1.077 5.444
H -1.031 -2.747 5.770
H -2.870 -2.925 4.116
H -2.868 -1.438 2.119
H -1.058 0.177 1.769
C 1.884 -0.802 -2.412
N 0.441 -0.897 -2.326
C -0.239 -1.270 -1.226
N 0.522 -1.623 -0.158
S -1.915 -1.353 -1.232
H 2.155 -0.634 -3.452
H 2.340 -1.738 -2.084
H 2.283 0.022 -1.811
H -0.125 -0.515 -3.064
H 1.414 -1.162 -0.043
H 0.003 -1.713 0.705
*
```